173
Properties=species:S:1:pos:R:3:lowdin_charge:R:1 method="wB97M-V/def2-TZVPD" total_charge=+1 orbital_gap_ha="0.304 / 0.070" multiplicity=2 lumo_ev="-2.43 / -8.81" e_tot_ha=-3283.2979 max_force_ev_per_a=2.84
C -18.894 -2.950 -8.642 -0.157
C -20.335 -2.818 -9.138 -0.181
C -20.298 -3.552 -10.463 -0.230
O -19.516 -4.660 -10.053 -0.164
C -18.535 -4.395 -9.028 -0.165
H -18.850 -2.780 -7.567 0.112
H -18.319 -2.238 -9.235 0.109
H -20.629 -1.776 -9.260 0.109
H -21.090 -3.268 -8.494 0.118
H -19.710 -3.024 -11.214 0.096
H -21.307 -3.768 -10.812 0.121
H -17.502 -4.468 -9.370 0.112
H -18.683 -5.076 -8.190 0.116
C -12.336 -1.850 -20.242 -0.170
C -12.548 -0.823 -21.343 -0.174
C -11.132 -0.295 -21.526 -0.199
O -10.246 -1.304 -21.061 -0.118
C -11.013 -2.445 -20.692 -0.194
H -13.075 -2.650 -20.269 0.085
H -12.370 -1.338 -19.280 0.118
H -13.252 -0.055 -21.022 0.080
H -12.955 -1.319 -22.224 0.111
H -10.976 0.611 -20.942 0.114
H -10.888 -0.059 -22.562 0.121
H -10.408 -2.936 -19.930 0.127
H -11.183 -3.180 -21.478 0.121
C -18.953 -6.005 -13.847 -0.163
C -20.157 -5.139 -13.673 -0.164
C -20.886 -5.328 -14.994 -0.190
O -19.882 -5.615 -15.934 -0.160
C -18.828 -6.348 -15.351 -0.196
H -19.137 -6.889 -13.236 0.116
H -18.053 -5.491 -13.509 0.107
H -19.874 -4.109 -13.458 0.084
H -20.747 -5.402 -12.795 0.114
H -21.424 -4.407 -15.217 0.097
H -21.636 -6.117 -15.049 0.127
H -17.837 -5.977 -15.612 0.102
H -18.956 -7.427 -15.440 0.120
C -15.795 1.268 -15.348 -0.136
O -14.897 0.156 -15.257 -0.122
H -16.805 1.073 -14.989 0.069
H -15.467 2.127 -14.762 0.078
H -15.823 1.550 -16.400 0.060
H -15.450 -0.543 -15.612 0.020
C -21.486 -1.174 -13.397 -0.096
O -21.417 -1.954 -14.566 -0.194
C -21.553 -1.211 -15.769 -0.196
C -21.435 -2.183 -16.900 -0.207
O -22.541 -3.093 -16.953 -0.171
C -22.531 -4.147 -17.913 -0.087
H -22.454 -0.688 -13.282 0.093
H -20.652 -0.491 -13.235 0.086
H -21.496 -1.907 -12.590 0.073
H -20.817 -0.408 -15.760 0.117
H -22.562 -0.801 -15.811 0.133
H -20.418 -2.570 -16.835 0.111
H -21.429 -1.605 -17.824 0.114
H -23.059 -3.903 -18.835 0.084
H -23.090 -4.991 -17.508 0.093
H -21.505 -4.449 -18.121 0.061
C -18.806 1.140 -17.705 -0.084
O -18.939 2.104 -16.670 -0.168
C -18.787 3.421 -17.109 -0.181
C -19.917 4.056 -18.024 -0.201
O -19.923 3.577 -19.323 -0.221
C -20.772 4.361 -20.108 -0.111
H -17.737 1.071 -17.907 0.062
H -19.404 1.371 -18.586 0.071
H -19.092 0.156 -17.335 0.078
H -17.808 3.638 -17.538 0.112
H -18.747 4.014 -16.195 0.125
H -19.708 5.125 -18.052 0.121
H -20.918 3.936 -17.611 0.130
H -20.716 3.881 -21.085 0.086
H -20.412 5.384 -20.215 0.094
H -21.791 4.365 -19.719 0.097
C -15.422 -1.105 -18.375 -0.042
O -16.469 -1.142 -17.349 -0.221
C -16.861 -2.482 -16.976 -0.153
C -17.594 -2.497 -15.636 -0.175
O -16.780 -1.964 -14.627 -0.192
C -17.448 -1.604 -13.422 -0.060
H -15.441 -1.986 -19.017 0.062
H -14.533 -1.122 -17.745 0.090
H -15.422 -0.223 -19.016 0.057
H -15.930 -3.027 -16.821 0.116
H -17.393 -2.999 -17.774 0.108
H -17.815 -3.533 -15.382 0.122
H -18.521 -1.941 -15.774 0.113
H -18.063 -2.452 -13.122 0.077
H -17.999 -0.672 -13.544 0.079
H -16.835 -1.327 -12.565 0.094
C -15.027 -4.844 -19.511 -0.103
O -16.432 -4.921 -19.316 -0.218
C -16.872 -6.232 -18.901 -0.143
C -18.438 -6.281 -18.970 -0.184
O -18.991 -6.374 -20.278 -0.167
C -20.386 -6.211 -20.252 -0.120
H -14.517 -4.940 -18.553 0.079
H -14.797 -3.829 -19.836 0.044
H -14.631 -5.545 -20.246 0.097
H -16.551 -6.395 -17.872 0.113
H -16.345 -6.985 -19.487 0.123
H -18.808 -5.396 -18.452 0.101
H -18.785 -7.103 -18.344 0.121
H -20.712 -5.172 -20.298 0.065
H -20.902 -6.675 -19.411 0.092
H -20.708 -6.717 -21.162 0.095
C -10.325 -1.411 -13.057 -0.105
O -11.117 -2.101 -13.991 -0.181
C -12.504 -2.104 -13.743 -0.196
C -13.185 -2.982 -14.826 -0.208
O -12.654 -4.278 -14.661 -0.168
C -12.785 -5.043 -15.837 -0.107
H -10.507 -1.818 -12.062 0.087
H -10.631 -0.368 -12.972 0.080
H -9.302 -1.441 -13.430 0.092
H -12.921 -1.103 -13.849 0.110
H -12.839 -2.507 -12.787 0.127
H -13.077 -2.547 -15.820 0.114
H -14.259 -2.952 -14.643 0.108
H -13.813 -4.914 -16.177 0.063
H -12.587 -6.084 -15.586 0.092
H -12.076 -4.736 -16.606 0.088
C -16.968 2.614 -12.085 -0.129
O -17.954 2.693 -11.098 -0.191
C -18.464 4.027 -10.846 -0.158
C -19.238 4.061 -9.489 -0.174
O -18.450 3.483 -8.417 -0.192
C -19.201 3.467 -7.203 -0.116
H -16.109 3.194 -11.747 0.093
H -17.258 2.928 -13.088 0.073
H -16.726 1.551 -12.108 0.084
H -19.045 4.403 -11.688 0.119
H -17.617 4.698 -10.701 0.115
H -20.144 3.455 -9.515 0.112
H -19.517 5.066 -9.170 0.120
H -20.260 3.243 -7.333 0.080
H -19.148 4.456 -6.749 0.083
H -18.817 2.761 -6.466 0.087
C -13.849 6.299 -21.568 -0.074
O -13.528 4.884 -21.636 -0.176
C -13.407 4.288 -20.367 -0.209
C -13.521 2.762 -20.589 -0.207
O -14.845 2.355 -20.861 -0.197
C -15.668 2.393 -19.668 -0.084
H -12.978 6.837 -21.193 0.084
H -14.690 6.528 -20.914 0.084
H -13.996 6.723 -22.562 0.087
H -14.110 4.630 -19.607 0.110
H -12.429 4.533 -19.953 0.129
H -13.054 2.150 -19.818 0.118
H -12.895 2.456 -21.427 0.122
H -15.116 1.858 -18.895 0.078
H -16.668 1.967 -19.760 0.054
H -15.871 3.424 -19.379 0.083
C -16.484 -0.266 -22.648 0.044
O -17.833 -0.572 -22.300 0.062
C -18.505 0.382 -21.479 -0.065
C -19.904 -0.103 -21.007 -0.147
O -19.885 -1.128 -20.024 -0.144
C -19.152 -2.317 -20.315 -0.063
H -16.008 -1.066 -23.215 0.123
H -15.853 0.001 -21.800 0.108
H -16.524 0.609 -23.298 0.142
H -18.366 1.372 -21.912 0.174
H -17.936 0.313 -20.551 0.138
H -20.493 -0.534 -21.817 0.136
H -20.538 0.737 -20.724 0.136
H -19.367 -2.804 -21.266 0.103
H -19.442 -3.092 -19.606 0.086
H -18.065 -2.303 -20.236 0.089